1.
A single CH9PSi3 molecule in a non-equilibrium geometry, computed with ωB97M-V/def2-TZVPD.

Element x y z (Å)
C (0.1517, 1.9499, 0.9439)
P (1.2923, 0.6985, 0.2883)
Si (0.4860, -1.3393, 1.1956)
Si (-0.8250, -1.8003, -0.7865)
Si (0.1667, 0.2664, -1.6448)
H (0.4856, 2.9157, 0.6315)
H (0.0881, 2.1174, 2.0001)
H (-0.8380, 1.7707, 0.5626)
H (-0.2813, -1.0343, 2.4875)
H (1.7023, -2.0702, 1.1724)
H (-0.8076, -2.9735, -1.5355)
H (-2.2462, -1.7584, -0.6051)
H (1.2726, -0.0360, -2.4120)
H (-0.6472, 1.2935, -2.2979)

Computed properties:
- LUMO level (eV) = 0.45
- SMILES = CP1[SiH2][SiH2][SiH2]1
- HOMO (hartree) = -0.3023
- multiplicity = 1
- energy above the lowest of the compared OMol25 structures with the same formula, charge and spin (kJ/mol) = 0.0

natural (NBO) analysis output, partial charges in e: atom 1 (C): -0.928, atom 2 (P): -0.006, atom 3 (Si): 0.386, atom 4 (Si): 0.248, atom 5 (Si): 0.416, atom 6 (H): 0.233, atom 7 (H): 0.234, atom 8 (H): 0.210, atom 9 (H): -0.102, atom 10 (H): -0.134, atom 11 (H): -0.139, atom 12 (H): -0.133, atom 13 (H): -0.161, atom 14 (H): -0.123



2.
A molecular structure, C17H25NPd in a non-equilibrium geometry, computed with ωB97M-V/def2-TZVPD.

Element x y z (Å)
C (1.8825, 1.8763, -1.4643)
C (-0.6387, 2.0438, -2.8912)
C (2.1582, 0.6702, -2.1077)
H (2.0719, 1.9365, -0.3948)
C (-0.5291, 0.7321, -3.2005)
H (-1.5670, 2.4329, -2.4661)
H (3.1204, 0.1287, -1.8164)
H (-1.3824, 0.0514, -3.0553)
C (1.9942, 0.6189, -3.6374)
H (2.6688, -0.1598, -4.0413)
H (2.3083, 1.5930, -4.0856)
C (1.5992, 3.1623, -2.1589)
H (2.5394, 3.4693, -2.7321)
H (1.4004, 3.9877, -1.3928)
C (0.3962, 3.0908, -3.1787)
H (0.7738, 2.9875, -4.2221)
H (-0.1099, 4.0757, -3.1458)
C (0.5669, 0.2607, -4.1553)
H (0.4392, 0.7592, -5.1748)
H (0.5175, -0.8654, -4.3389)
Pd (-0.2366, -0.0172, -0.7648)
H (1.3592, -0.3091, -1.3121)
C (-0.1980, 2.0565, 1.4755)
N (-1.2101, 1.4180, 0.5951)
C (-1.8653, 2.4868, -0.1648)
C (-2.1701, 0.5209, 1.2971)
C (-1.3969, -0.6727, 1.7381)
C (-1.6250, -1.3411, 2.9626)
C (-0.7910, -2.4143, 3.3345)
C (0.2569, -2.8183, 2.4893)
C (0.4609, -2.1514, 1.2552)
C (-0.4199, -1.1433, 0.8596)
H (0.4696, 2.6537, 0.8337)
H (0.4182, 1.3293, 2.0158)
H (-0.7180, 2.7393, 2.1760)
H (-2.7887, 2.1101, -0.6133)
H (-2.0614, 3.3731, 0.4649)
H (-1.1866, 2.7942, -0.9601)
H (-2.6736, 1.0366, 2.1229)
H (-2.9303, 0.2689, 0.5486)
H (-2.4320, -1.0063, 3.6396)
H (-0.9508, -2.9613, 4.2839)
H (0.9119, -3.6553, 2.7526)
H (1.3148, -2.3422, 0.6177)

Computed properties:
- LUMO level (alpha / beta) (eV) = 0.73 / -0.31
- HOMO (alpha / beta) (hartree) = -0.2028 / -0.2857
- multiplicity = 3
- energy above the lowest of the compared OMol25 structures with the same formula, charge and spin (kJ/mol) = 115.2

natural (NBO) analysis output, partial charges in e: atom 1 (C): -0.203, atom 2 (C): -0.165, atom 3 (C): -0.389, atom 4 (H): 0.198, atom 5 (C): -0.256, atom 6 (H): 0.212, atom 7 (H): 0.238, atom 8 (H): 0.231, atom 9 (C): -0.437, atom 10 (H): 0.220, atom 11 (H): 0.205, atom 12 (C): -0.456, atom 13 (H): 0.212, atom 14 (H): 0.218, atom 15 (C): -0.473, atom 16 (H): 0.217, atom 17 (H): 0.220, atom 18 (C): -0.442, atom 19 (H): 0.215, atom 20 (H): 0.222, atom 21 (Pd): 0.450, atom 22 (H): 0.122, atom 23 (C): -0.423, atom 24 (N): -0.453, atom 25 (C): -0.415, atom 26 (C): -0.236, atom 27 (C): -0.124, atom 28 (C): -0.202, atom 29 (C): -0.243, atom 30 (C): -0.217, atom 31 (C): -0.258, atom 32 (C): -0.216, atom 33 (H): 0.206, atom 34 (H): 0.232, atom 35 (H): 0.177, atom 36 (H): 0.204, atom 37 (H): 0.179, atom 38 (H): 0.210, atom 39 (H): 0.184, atom 40 (H): 0.209, atom 41 (H): 0.204, atom 42 (H): 0.211, atom 43 (H): 0.208, atom 44 (H): 0.207



3.
A single C8H16BrNO3 molecule, computed with ωB97M-V/def2-TZVPD.

Element x y z (Å)
C (3.0624, 0.4696, 1.7397)
C (3.0873, 0.0767, 0.2603)
C (1.9025, 0.6480, -0.5331)
C (1.6478, -0.1279, -1.8078)
O (1.1174, -1.4528, -1.6556)
O (0.4340, -1.5397, -0.3880)
C (-0.7415, -2.2401, -0.5804)
O (-0.8678, -3.1306, -1.3601)
N (-1.7398, -1.7477, 0.2977)
C (-2.4389, -0.6028, -0.2919)
Br (-3.7995, -1.2431, -1.5303)
C (-3.0627, 0.2786, 0.7884)
C (-3.0020, 1.7761, 0.4439)
H (4.0771, 0.5835, 2.1162)
H (2.5570, 1.4224, 1.8862)
H (2.5707, -0.3015, 2.3280)
H (3.0954, -1.0048, 0.1405)
H (3.9956, 0.4714, -0.1949)
H (2.1595, 1.6603, -0.8515)
H (1.0122, 0.7336, 0.0837)
H (1.0213, 0.4313, -2.5073)
H (2.6093, -0.2870, -2.2992)
H (-1.2710, -1.4220, 1.1388)
H (-1.7638, -0.0107, -0.9084)
H (-4.1079, -0.0031, 0.8779)
H (-2.5784, 0.0779, 1.7425)
H (-2.3138, 1.9706, -0.3765)
H (-3.9786, 2.1465, 0.1425)
H (-2.6837, 2.3673, 1.2987)

Computed properties:
- LUMO level (eV) = 0.62
- SMILES = CCCCOOC(=O)N[C@@H](Br)CC
- HOMO (hartree) = -0.3704
- multiplicity = 1
- energy above the lowest of the compared OMol25 structures with the same formula, charge and spin (kJ/mol) = 190.5

natural (NBO) analysis output, partial charges in e: atom 1 (C): -0.608, atom 2 (C): -0.402, atom 3 (C): -0.421, atom 4 (C): -0.081, atom 5 (O): -0.241, atom 6 (O): -0.315, atom 7 (C): 0.879, atom 8 (O): -0.501, atom 9 (N): -0.679, atom 10 (C): -0.055, atom 11 (Br): 0.002, atom 12 (C): -0.438, atom 13 (C): -0.610, atom 14 (H): 0.212, atom 15 (H): 0.201, atom 16 (H): 0.208, atom 17 (H): 0.210, atom 18 (H): 0.197, atom 19 (H): 0.212, atom 20 (H): 0.210, atom 21 (H): 0.176, atom 22 (H): 0.195, atom 23 (H): 0.381, atom 24 (H): 0.189, atom 25 (H): 0.233, atom 26 (H): 0.205, atom 27 (H): 0.205, atom 28 (H): 0.220, atom 29 (H): 0.216



4.
A molecular structure, C36H28F6IrN5O7S5Si in a non-equilibrium geometry, computed with ωB97M-V/def2-TZVPD.

Element x y z (Å)
Ir (11.2931, -13.5567, -11.0505)
S (12.7096, -14.6249, -12.5757)
C (11.9742, -14.1091, -14.1206)
C (12.4104, -14.7069, -15.3130)
C (11.9753, -14.1035, -16.5383)
C (11.0668, -13.0744, -16.5681)
C (10.5476, -12.5660, -15.4327)
C (10.9888, -13.1236, -14.1551)
S (10.4117, -12.2731, -12.6972)
H (13.0373, -15.6370, -15.3384)
H (12.1732, -14.5452, -17.4652)
H (10.6485, -12.7096, -17.5089)
H (9.8228, -11.8552, -15.3993)
N (18.2173, -16.3288, -7.8311)
C (17.2546, -15.4790, -8.3665)
C (17.2886, -14.0910, -8.1238)
C (16.2999, -13.2392, -8.5243)
C (15.1855, -13.6398, -9.2461)
C (15.1300, -14.9995, -9.5144)
C (16.1162, -15.8892, -9.1182)
S (14.2045, -12.3791, -9.9001)
O (14.4686, -12.4092, -11.2954)
O (14.4971, -11.2069, -9.1718)
N (12.6305, -12.8096, -9.6322)
C (12.2047, -12.9629, -8.3515)
N (10.8131, -13.1787, -8.2682)
C (10.3194, -13.2919, -7.0088)
C (11.1739, -13.1835, -5.9158)
C (12.5226, -13.2166, -6.0449)
N (13.0631, -13.0559, -7.3010)
H (18.6652, -15.9712, -7.0345)
H (17.9580, -17.2730, -7.6877)
H (18.0378, -13.8012, -7.4080)
H (16.4079, -12.2570, -8.1615)
H (14.3954, -15.4072, -10.1691)
H (15.9478, -16.9014, -9.3168)
H (9.2332, -13.4812, -6.8754)
H (10.7878, -13.1615, -4.9360)
H (13.3345, -13.2605, -5.3014)
F (14.1144, -19.8556, -6.7133)
C (14.3697, -19.1604, -5.6087)
F (13.9067, -17.9111, -5.8329)
F (13.7577, -19.5881, -4.5080)
S (16.2398, -19.1482, -5.1990)
O (16.8305, -18.5509, -6.3623)
O (16.5162, -20.5827, -4.9752)
N (16.4904, -18.3207, -3.8793)
S (17.3931, -17.0749, -3.6102)
O (17.6391, -16.8368, -2.2387)
O (18.5226, -16.9542, -4.5052)
C (16.2623, -15.6580, -4.0035)
F (15.2303, -15.6506, -3.1560)
F (15.7551, -15.8326, -5.2309)
F (16.9375, -14.4460, -3.9192)
O (9.7632, -15.0396, -10.5879)
Si (8.2489, -14.9815, -10.2853)
C (7.3697, -15.9530, -11.6380)
C (7.8677, -15.5515, -12.9401)
C (7.2156, -16.0133, -14.0714)
C (6.0545, -16.8629, -13.8955)
C (5.6272, -17.3137, -12.6807)
C (6.2897, -16.8349, -11.5278)
C (7.2828, -13.2200, -10.2303)
C (7.9756, -11.9871, -10.1770)
C (7.3999, -10.7642, -10.4851)
C (6.1247, -10.7674, -10.9232)
C (5.3727, -11.9619, -11.0481)
C (5.9049, -13.1996, -10.6800)
C (7.8791, -15.7837, -8.6214)
C (8.6764, -16.8784, -8.2535)
C (8.2326, -17.7543, -7.2594)
C (7.0524, -17.5549, -6.6689)
C (6.2505, -16.4302, -6.9587)
C (6.6460, -15.5885, -7.9873)
H (8.8357, -15.0775, -13.0145)
H (7.4745, -15.7195, -15.0554)
H (5.5672, -17.1685, -14.7596)
H (4.8509, -18.0110, -12.5734)
H (5.9094, -17.2195, -10.5561)
H (8.9595, -11.9078, -9.7791)
H (7.9820, -9.9121, -10.4382)
H (5.5889, -9.8780, -11.1244)
H (4.3248, -11.9195, -11.3541)
H (5.3903, -14.1162, -10.7585)
H (9.6935, -17.0031, -8.6850)
H (8.8659, -18.5392, -6.9930)
H (6.7759, -18.2025, -5.8709)
H (5.3704, -16.2306, -6.4225)
H (6.0725, -14.7629, -8.3335)

Computed properties:
- LUMO level (alpha / beta) (eV) = 3.87 / 2.73
- HOMO (alpha / beta) (hartree) = -0.1034 / -0.1353
- net charge = -2
- multiplicity = 5
- energy above the lowest of the compared OMol25 structures with the same formula, charge and spin (kJ/mol) = 111.3

Mulliken analysis output, partial charges in e: atom 1 (Ir): 2.267, atom 2 (S): -0.392, atom 3 (C): 0.335, atom 4 (C): -0.488, atom 5 (C): -0.546, atom 6 (C): -0.345, atom 7 (C): -0.967, atom 8 (C): 0.263, atom 9 (S): -0.548, atom 10 (H): 0.332, atom 11 (H): 0.360, atom 12 (H): 0.300, atom 13 (H): 0.549, atom 14 (N): -0.584, atom 15 (C): 0.739, atom 16 (C): -0.706, atom 17 (C): -0.589, atom 18 (C): 0.409, atom 19 (C): -0.136, atom 20 (C): -1.082, atom 21 (S): 1.304, atom 22 (O): -0.660, atom 23 (O): -0.779, atom 24 (N): -0.519, atom 25 (C): 0.326, atom 26 (N): 0.106, atom 27 (C): 0.171, atom 28 (C): -1.088, atom 29 (C): -0.406, atom 30 (N): -0.364, atom 31 (H): 0.274, atom 32 (H): 0.305, atom 33 (H): 0.261, atom 34 (H): 0.477, atom 35 (H): 0.258, atom 36 (H): 0.479, atom 37 (H): 0.369, atom 38 (H): 0.413, atom 39 (H): 0.467, atom 40 (F): -0.205, atom 41 (C): 0.612, atom 42 (F): -0.209, atom 43 (F): -0.234, atom 44 (S): 0.965, atom 45 (O): -0.602, atom 46 (O): -0.654, atom 47 (N): -0.480, atom 48 (S): 1.045, atom 49 (O): -0.662, atom 50 (O): -0.625, atom 51 (C): 0.620, atom 52 (F): -0.234, atom 53 (F): -0.110, atom 54 (F): -0.254, atom 55 (O): -0.966, atom 56 (Si): -0.153, atom 57 (C): 0.232, atom 58 (C): -0.712, atom 59 (C): -0.576, atom 60 (C): -0.541, atom 61 (C): -0.731, atom 62 (C): 0.116, atom 63 (C): 0.551, atom 64 (C): -0.125, atom 65 (C): -1.027, atom 66 (C): -0.436, atom 67 (C): -0.731, atom 68 (C): -0.497, atom 69 (C): 0.831, atom 70 (C): -0.532, atom 71 (C): -0.643, atom 72 (C): -0.427, atom 73 (C): -0.798, atom 74 (C): -0.503, atom 75 (H): 0.282, atom 76 (H): 0.497, atom 77 (H): 0.392, atom 78 (H): 0.473, atom 79 (H): 0.250, atom 80 (H): 0.498, atom 81 (H): 0.527, atom 82 (H): 0.394, atom 83 (H): 0.323, atom 84 (H): 0.500, atom 85 (H): 0.278, atom 86 (H): 0.486, atom 87 (H): 0.342, atom 88 (H): 0.469, atom 89 (H): 0.423



5.
4 unconnected molecules or ions with the total composition C2H11NO3 in a non-equilibrium geometry, computed with ωB97M-V/def2-TZVPD.

Element x y z (Å)
C (1.8723, -1.1831, -0.6482)
C (0.6026, -0.3265, -0.3854)
N (-0.2793, -0.7807, 0.6168)
H (2.5737, -0.9986, 0.1606)
H (1.6134, -2.2248, -0.5091)
H (2.3074, -0.9545, -1.6107)
H (0.0746, -0.0490, -1.2974)
H (0.9963, 0.6751, -0.0886)
H (-3.3009, 0.5961, -1.0941)
H (-1.2409, -0.4396, 0.4311)
O (-2.4477, 0.4342, -0.6777)
H (-1.7545, 1.0638, -1.0379)
H (-1.2382, 3.0198, -1.2212)
O (-0.9249, 2.1068, -1.3971)
H (0.0590, -0.6110, 1.5901)
H (1.3566, -0.2593, 3.5457)
O (1.6085, -0.5784, 2.6523)

Computed properties:
- LUMO level (alpha / beta) (eV) = -9.95 / -9.82
- HOMO (alpha / beta) (hartree) = -0.5262 / -0.5220
- net charge = +1
- multiplicity = 2
- energy above the lowest of the compared OMol25 structures with the same formula, charge and spin (kJ/mol) = 774.1

natural (NBO) analysis output, partial charges in e: atom 1 (C): -0.587, atom 2 (C): -0.264, atom 3 (N): -0.438, atom 4 (H): 0.237, atom 5 (H): 0.252, atom 6 (H): 0.257, atom 7 (H): 0.243, atom 8 (H): 0.327, atom 9 (H): 0.510, atom 10 (H): 0.432, atom 11 (O): -0.825, atom 12 (H): 0.459, atom 13 (H): 0.479, atom 14 (O): -0.541, atom 15 (H): 0.420, atom 16 (H): 0.445, atom 17 (O): -0.406



6.
A gas-phase ion, C4H8F2NO (charge +1) in a non-equilibrium geometry, computed with ωB97M-V/def2-TZVPD.

Element x y z (Å)
C (2.0508, 0.2876, -1.4279)
C (-1.5940, -1.1584, 0.4259)
C (0.1254, 1.0986, 1.4062)
C (-0.5629, -0.5185, -0.4990)
N (0.3880, 0.2787, 0.2499)
O (1.5546, 0.6112, -0.3109)
F (-1.0268, 0.2891, -1.4815)
F (0.0722, -1.4953, -1.1446)
H (1.5864, -0.1956, -2.2473)
H (2.9479, 0.8093, -1.7813)
H (-2.5239, -0.5982, 0.4202)
H (-1.7962, -2.1893, 0.0855)
H (-1.1974, -1.1746, 1.4323)
H (0.5576, 0.8313, 2.2736)
H (0.3584, 2.0550, 1.1334)
H (-0.9401, 1.0689, 1.4655)

Computed properties:
- LUMO level (alpha / beta) (eV) = -6.08 / -6.08
- HOMO (alpha / beta) (hartree) = -0.5601 / -0.5601
- net charge = +1
- multiplicity = 1
- energy above the lowest of the compared OMol25 structures with the same formula, charge and spin (kJ/mol) = 70.1

natural (NBO) analysis output, partial charges in e: atom 1 (C): 0.269, atom 2 (C): -0.685, atom 3 (C): -0.405, atom 4 (C): 0.793, atom 5 (N): -0.098, atom 6 (O): -0.143, atom 7 (F): -0.323, atom 8 (F): -0.316, atom 9 (H): 0.218, atom 10 (H): 0.224, atom 11 (H): 0.258, atom 12 (H): 0.276, atom 13 (H): 0.242, atom 14 (H): 0.226, atom 15 (H): 0.226, atom 16 (H): 0.238